Entry 1:
Here is the molecule C8H13ClN2O4 in a non-equilibrium geometry from the OMol25 dataset. Energies are from ωB97M-V with the def2-TZVPD basis set.

Geometry as XYZ:
```
28
Properties=species:S:1:pos:R:3:forces:R:3:mulliken_charge:R:1
C -1.69549 -1.88575 -1.20469 1.0185 -0.5484 2.1755 -1.39
C -1.09550 -0.54139 -1.49516 0.8356 0.0059 0.2240 0.83
Cl -0.31431 -0.60901 -3.08142 0.2942 0.0541 -0.0562 -0.17
C -2.25805 0.64073 -1.43535 2.3536 -0.6713 0.3118 0.45
O -2.11430 1.31280 -0.40627 -0.8702 0.3251 0.6334 -0.68
O -2.92168 0.64501 -2.43216 -1.2733 0.1423 -0.6653 -0.63
N 0.08161 -0.16933 -0.41622 -1.5466 1.2007 -3.1063 -0.09
C 0.64113 1.19389 -0.77368 -1.9530 1.7499 1.8084 -1.10
C 1.95634 1.41140 -0.05387 -0.8332 1.5967 2.4953 -0.45
C 1.70450 1.06770 1.47321 1.1131 0.3259 0.7855 -0.62
C 0.24640 0.71623 1.82667 1.4298 1.5410 -3.3899 -1.28
C -0.31363 -0.31623 0.91901 -0.8097 -2.7450 3.4581 -0.15
N 0.57164 -1.84900 1.33195 -1.4458 2.8280 -0.9069 1.04
O 0.34835 -2.39586 2.35378 -0.3759 -0.4630 1.0798 -0.60
O 1.38455 -2.14551 0.50204 1.0312 -0.7094 -0.6906 -0.60
H -2.56651 -1.93175 -1.87465 0.3059 -0.6122 0.4996 0.45
H -1.93892 -1.80232 -0.12008 -1.0306 -0.2390 -0.8588 0.33
H -0.98456 -2.78415 -1.11509 -0.8978 1.2491 -1.2338 0.27
H 0.88815 -0.75896 -0.55890 0.3967 -1.3478 -0.1780 0.75
H -0.29817 1.89291 -0.65213 2.3326 -0.9950 0.1833 0.46
H 0.87886 1.18430 -1.76759 0.0883 -0.3589 -2.6919 0.58
H 2.18418 2.53017 0.08122 0.0258 -1.6941 -1.4024 0.30
H 2.75928 0.80038 -0.51950 -0.3513 0.6902 0.4305 0.31
H 2.35468 0.18688 1.72702 -0.2785 1.1131 0.3388 0.24
H 1.87729 2.02761 2.13696 0.3880 -2.2065 -1.1997 0.40
H 0.26903 0.55283 2.83964 -0.9094 -0.7158 2.2953 0.58
H -0.25689 1.63433 1.51886 -0.7678 -0.0584 0.6524 0.40
H -1.38799 -0.60791 1.19639 1.7295 0.5426 -0.9921 0.36
```
Forces are in eV/Å.

Calculated values
**Relative energy (zero: lowest compared OMol25 entry of this formula, charge and spin)**: 1.957 eV
**HOMO level**: -9.095 eV
**2S+1**: 1
**Gap between HOMO and LUMO**: 0.32850 Ha
**Energy**: -1183.1115 Eh

Entry 2:
Here is a 10-piece molecular cluster, C14H48N20O11 overall in a non-equilibrium geometry from the OMol25 dataset. Energies are from ωB97M-V with the def2-TZVPD basis set.

Geometry as XYZ:
```
93
Properties=species:S:1:pos:R:3:forces:R:3:mulliken_charge:R:1
C 1.24677 6.86849 -2.86659 0.3385 0.5030 0.3559 -0.63
C 1.84531 8.27935 -2.74719 -0.5666 -0.0801 -0.8796 -0.91
C 1.13712 9.26609 -3.69667 0.1443 -0.0658 0.4562 -0.48
C -0.14603 9.84812 -3.07900 0.6174 -0.1145 -0.2314 -0.74
N -1.27889 9.86162 -3.99763 -0.4485 0.8241 0.3642 -0.37
N -2.41260 9.14940 -3.55088 0.4799 -0.9825 -0.1908 -0.29
C -2.43582 7.79646 -3.82083 -0.0324 -0.1295 -0.3141 0.64
O -1.76435 7.22340 -4.65330 -0.1894 0.2437 0.4576 -0.55
O -3.40597 7.18359 -3.08707 0.3232 0.3524 0.1638 -0.49
H 0.93458 6.66777 -3.88638 -0.0690 -0.0797 -0.0841 0.07
H 0.38958 6.78565 -2.19995 -0.1824 -0.2285 -0.0637 0.20
H 1.98951 6.12522 -2.60033 -0.0883 -0.2060 0.1257 0.34
H 1.71728 8.64056 -1.72965 0.4128 0.0698 0.2000 0.38
H 2.89563 8.25338 -3.02259 0.1925 -0.0099 0.2317 0.38
H 0.88841 8.73997 -4.61656 0.0054 -0.0476 -0.1410 0.37
H 1.82746 10.06582 -3.95788 -0.0349 0.1468 -0.0633 0.37
H -0.38659 9.28867 -2.17392 -0.2304 -0.1816 -0.0210 0.35
H 0.07025 10.86675 -2.75420 -0.1497 0.0971 0.0739 0.32
H -1.02548 9.53568 -4.91420 -0.1490 -0.2659 -0.1266 0.35
H -2.64867 9.34353 -2.59151 -0.2685 0.3960 -0.0533 0.31
H -3.23900 6.23901 -3.15226 -0.0937 -0.2163 -0.2445 0.34
N 2.19258 2.09166 -5.14980 0.1410 0.1027 -0.1607 -0.37
C 1.63989 3.25825 -4.73269 -0.0106 -0.1456 -0.1023 0.67
N 0.47460 3.62135 -5.35942 -0.0982 -0.0994 0.0624 -0.40
O 2.13356 3.93787 -3.84424 -0.0505 0.1177 0.0899 -0.69
H 1.79353 1.51716 -5.86763 -0.0724 0.0058 0.0171 0.18
H 2.99801 1.76683 -4.64403 -0.1028 -0.0791 0.2051 0.25
H 0.04000 4.48061 -5.07374 0.0443 0.0832 -0.0638 0.13
H 0.05253 3.08692 -6.09984 0.0602 0.0526 -0.0672 0.23
N 1.53917 0.33875 -0.56861 -0.0355 0.0699 -0.3481 -0.21
C 2.02238 1.27168 -1.43752 -0.1283 0.0073 0.0999 0.65
N 1.56603 2.54805 -1.25772 0.1228 -0.0272 -0.1456 -0.31
O 2.81340 0.96984 -2.32479 -0.0085 -0.0440 -0.0496 -0.65
H 0.88287 0.54097 0.15902 0.0347 0.0661 0.0467 0.14
H 1.87845 -0.60215 -0.66610 0.0477 -0.0075 0.3372 0.09
H 1.90356 3.26234 -1.88690 -0.0233 -0.0713 -0.1718 0.24
H 0.92054 2.79539 -0.53387 0.0377 -0.0480 0.0812 0.14
N 1.40274 -3.01131 2.18633 0.0823 -0.0404 -0.1645 -0.16
C 2.15947 -3.15053 1.07149 -0.0054 -0.4605 -0.1021 0.61
N 2.36948 -4.42230 0.62939 0.2650 0.0295 0.0758 -0.39
O 2.64906 -2.19017 0.46966 -0.2700 0.1062 0.2368 -0.87
H 0.99234 -3.77737 2.69371 -0.0661 0.0993 0.1174 0.16
H 1.25433 -2.08423 2.53238 0.0358 0.0315 0.0400 0.11
H 2.91414 -4.54558 -0.22739 -0.1637 -0.0320 -0.1062 0.28
H 1.97707 -5.22683 1.08214 -0.2383 0.0686 -0.0427 0.19
N 4.14371 -3.67196 -4.00128 -0.0331 -0.1116 0.0384 -0.40
C 3.62541 -3.63631 -2.73716 0.0213 0.2053 0.0095 0.67
N 3.17694 -2.44104 -2.29567 -0.2083 -0.2964 -0.0962 -0.05
O 3.57824 -4.64978 -2.03501 0.0304 -0.0461 -0.0348 -0.79
H 4.20143 -2.86524 -4.59116 -0.0068 0.0494 0.0271 0.16
H 4.48641 -4.55153 -4.33623 0.0157 -0.0242 0.0105 0.23
H 2.81771 -2.44633 -1.34527 0.2885 0.3120 -0.0360 0.03
H 3.19981 -1.58429 -2.82220 0.0654 0.0339 0.0648 0.15
N -2.70705 -3.61157 4.64606 0.0905 -0.2103 0.0133 -0.33
C -1.46531 -3.05972 4.53445 -0.1781 0.0181 0.1318 0.70
N -1.42643 -1.69030 4.57537 0.0258 -0.0534 -0.1156 -0.39
O -0.45523 -3.73536 4.41740 0.1085 0.0668 -0.1229 -0.71
H -3.54244 -3.06958 4.75705 -0.0206 0.0105 0.0398 0.14
H -2.76628 -4.61864 4.62204 0.0199 -0.0511 -0.0428 0.18
H -0.52673 -1.25338 4.52855 0.0347 0.0130 0.0755 0.21
H -2.24089 -1.11735 4.68263 -0.0271 -0.0130 0.0377 0.16
N -1.82319 -8.37826 6.93319 -0.0689 0.0297 -0.0433 -0.42
C -2.31136 -7.20804 6.42964 0.0980 0.1292 0.1122 0.70
N -2.65013 -6.25606 7.35406 -0.2078 -0.0770 0.0035 -0.39
O -2.44988 -7.01336 5.23293 -0.1205 0.0701 -0.1063 -0.63
H -1.70130 -8.55217 7.91197 0.0188 0.0361 0.0201 0.15
H -1.56826 -9.08933 6.27469 0.0099 -0.0115 -0.0282 0.22
H -2.96998 -5.36904 7.00759 0.2002 0.1473 0.0620 0.20
H -2.56124 -6.37723 8.34512 0.0587 -0.0103 0.0097 0.15
N -5.68800 -5.74254 6.20236 -0.0367 0.0953 0.0119 -0.28
C -6.22909 -4.58091 6.67233 -0.0005 -0.0418 -0.0622 0.68
N -7.39740 -4.18553 6.07856 0.0563 0.0280 0.0022 -0.41
O -5.69415 -3.93159 7.55684 0.0356 0.0324 -0.0305 -0.65
H -6.08479 -6.28995 5.46313 -0.0046 0.0010 -0.0171 0.16
H -4.83470 -6.04424 6.63710 -0.0301 -0.1913 -0.0450 0.14
H -7.81362 -3.33555 6.40751 -0.0123 0.0144 0.0324 0.23
H -7.85218 -4.70359 5.35205 -0.0022 -0.0437 0.0077 0.16
N -1.76744 1.88656 -3.97907 -0.0616 -0.0541 -0.1096 -0.32
C -2.57694 1.23888 -4.86426 0.0055 0.0022 -0.0011 0.59
N -3.75227 0.74940 -4.36113 0.0201 0.0261 -0.0430 -0.39
O -2.26698 1.11035 -6.03884 0.0010 0.0068 0.0143 -0.66
H -1.97881 2.01831 -3.00939 0.0141 -0.0658 0.0249 0.15
H -0.90392 2.23605 -4.36066 0.0264 0.1227 0.2642 0.19
H -4.36030 0.27241 -4.99872 -0.0036 -0.0121 -0.0296 0.23
H -4.02432 0.84176 -3.40224 0.0283 -0.0001 0.0296 0.16
N 4.82222 -7.07976 3.39554 -0.0086 0.0083 0.0175 -0.34
C 5.50522 -5.89216 3.30342 -0.0171 0.0626 -0.0415 0.54
N 4.90391 -4.93571 2.53690 0.0373 -0.0934 0.1430 -0.25
O 6.56977 -5.71623 3.86892 -0.0199 -0.0195 0.0042 -0.65
H 3.94845 -7.25394 2.93943 -0.0091 0.0184 -0.0320 0.16
H 5.23748 -7.80313 3.94961 0.0314 -0.0093 0.0157 0.20
H 5.37891 -4.05762 2.44661 0.0165 0.0203 -0.0255 0.17
H 4.02679 -5.06117 2.06406 0.1097 0.0655 -0.0614 0.23
```
Forces are in eV/Å.

Calculated values
**HOMO level**: -8.808 eV
**2S+1**: 1
**Gap between HOMO and LUMO**: 0.32697 Ha
**Energy**: -2485.4005 Eh

Entry 3:
Here is an isolated ion of composition C2H6N5 and charge +1 in a non-equilibrium geometry from the OMol25 dataset. Energies are from ωB97M-V with the def2-TZVPD basis set.

Geometry as XYZ:
```
13
Properties=species:S:1:pos:R:3:forces:R:3:mulliken_charge:R:1
N -3.98855 0.28494 0.62482 -1.3665 -0.0357 0.7741 -0.30
C -3.07672 -0.06921 0.03923 -0.4361 0.5468 1.3464 0.36
N -1.96826 -0.18074 -0.64015 2.5483 -1.5221 -4.2417 -0.49
N -0.78198 -0.77936 -0.10585 -0.7497 -0.2712 0.6278 -0.03
C 0.28280 0.02130 0.22609 -0.3779 0.9907 -1.9677 0.64
N 1.51568 -0.50534 0.46409 -0.7632 1.2065 0.2110 -0.44
N 0.14111 1.35506 0.03002 0.8696 -1.4561 1.0813 -0.38
H -2.17089 -0.48311 -1.68586 1.0283 0.7260 2.7588 0.31
H -0.87534 -1.73766 0.26040 0.2215 0.6802 -0.3531 0.26
H 2.37841 0.17343 0.43450 -2.2034 -2.4616 0.4282 0.27
H 1.47129 -1.50567 0.73520 1.1564 1.1702 -0.3020 0.26
H 1.00260 1.78766 0.42102 -1.7027 0.8250 -0.6952 0.25
H -0.81554 1.77288 -0.10926 1.7753 -0.3986 0.3320 0.30
```
Forces are in eV/Å.

Calculated values
**Relative energy (zero: lowest compared OMol25 entry of this formula, charge and spin)**: 1.813 eV
**HOMO level**: -14.670 eV
**2S+1**: 1
**Total charge**: +1
**Gap between HOMO and LUMO**: 0.40016 Ha
**Energy**: -353.2787 Eh

Question: Among the records above, which one has the lowest gap between HOMO and LUMO?
Answer: C14H48N20O11